A molecular structure, C6H16NO7P3V. Source: the Open Molecules 2025 dataset; level of theory: ωB97M-V/def2-TZVPD.

Last column: Löwdin charge in e.
CARTESIAN COORDINATES (ANGSTROEM)
O 0.568 -3.283 -0.500  -0.52
H 3.160 1.870 -0.957  0.11
H 0.895 0.131 -2.572  0.13
O -3.848 -1.875 -0.535  -0.13
H -0.236 -1.888 0.264  -0.09
C -0.864 0.217 -1.259  -0.49
H 0.659 1.749 -1.888  0.13
H 3.511 -0.235 0.982  0.07
H 0.096 3.737 0.263  0.04
C -2.042 2.043 -0.234  -0.60
H 4.898 -0.452 -0.137  0.08
P -0.787 2.850 0.950  0.81
H 1.733 -0.850 -0.533  0.09
P -3.033 -1.372 0.782  0.31
H -3.961 -1.136 -1.164  0.10
H 4.581 1.157 0.730  0.08
V -0.154 -4.715 0.152  1.25
C 3.147 0.752 -0.936  -0.23
O -1.736 1.347 -1.423  -0.08
H -1.172 -0.523 -2.045  0.14
H -0.070 1.794 1.580  -0.01
H -1.323 3.205 2.992  -0.01
O -3.164 2.153 0.050  0.16
H -2.159 -2.557 2.390  0.07
O -2.844 -2.740 1.719  -0.18
C 4.137 0.280 0.207  -0.10
C 0.609 0.662 -1.628  -0.16
P -1.011 -0.673 0.387  1.04
O -0.804 -6.146 0.752  -0.39
O -3.818 -0.429 1.589  -0.26
C 1.706 0.265 -0.572  -0.28
H 1.443 0.695 0.423  0.07
N -1.567 3.634 2.092  -0.25
H 3.452 0.336 -1.921  0.11

As for the total charge: +1. The calculation puts the HOMO-LUMO gap at 2.62 eV.

***

C6H16NP in the gas phase. Source: the Open Molecules 2025 dataset; level of theory: ωB97M-V/def2-TZVPD.

Last column: Löwdin charge in e.
CARTESIAN COORDINATES (ANGSTROEM)
H -1.268 -1.598 -2.008  -0.04
C 0.855 2.784 -0.330  -0.14
H 1.306 0.749 0.322  0.06
N 0.626 -1.140 0.953  -0.27
C -1.639 -1.752 -1.034  -0.25
C 0.977 1.267 -0.564  -0.30
H 0.750 -2.443 -0.449  0.06
H 1.662 3.211 0.426  0.10
C -1.704 -0.193 1.565  -0.16
P -0.802 -0.780 0.028  0.72
H 0.917 3.498 -1.196  0.07
H 0.525 -1.307 1.897  0.04
H -1.057 0.203 2.423  0.08
H 2.086 -2.809 0.649  0.07
H -2.305 -1.022 1.870  0.03
H 1.872 1.140 -1.294  0.14
H -1.094 1.298 -0.755  0.06
H -2.409 0.491 1.256  0.00
H 2.196 -1.336 -0.338  0.07
C 1.537 -1.989 0.241  -0.17
C -0.324 0.625 -0.915  -0.32
H -0.382 0.484 -1.984  0.10
H -0.075 3.244 0.029  0.05
H -2.251 -2.624 -0.792  -0.01

The calculation puts the HOMO-LUMO gap at 8.56 eV. Its SMILES is C=[P@](C)(CCC)NC.

***

2 unconnected molecules or ions with the total composition C6H16NSi. Source: the Open Molecules 2025 dataset; level of theory: ωB97M-V/def2-TZVPD.

Last column: Löwdin charge in e.
CARTESIAN COORDINATES (ANGSTROEM)
H 1.029 0.895 -1.429  0.13
N -1.239 -1.094 -0.280  -0.01
H -0.183 -0.638 -3.297  0.10
C -0.635 2.015 1.020  -0.19
H -1.610 -1.783 0.357  0.18
C 0.716 -0.172 -1.324  -0.22
H -2.095 -1.676 -2.239  0.12
C -0.407 -0.319 -2.316  -0.15
H -1.873 -0.264 -0.165  0.19
C -1.223 -1.538 -1.659  -0.11
C 2.017 0.606 2.381  -0.20
H 0.136 2.712 0.750  0.03
H -0.577 -0.413 2.588  -0.01
H 2.765 1.181 1.741  0.07
H 2.579 -0.287 2.782  0.06
H -1.130 0.530 -2.438  0.13
H -0.577 -2.464 -1.775  0.16
H -1.288 2.526 1.688  0.02
H -1.110 1.882 0.018  0.04
H 1.584 -0.811 -1.701  0.14
Si 0.241 0.467 1.708  0.70
H 1.721 1.082 3.232  -0.03
C 0.088 -0.658 -0.028  -0.39
H 1.071 -1.780 0.385  0.24

As for the total charge: +1. The calculation puts the HOMO-LUMO gap at 10.70 eV.